Density functional theory data (the ωB97M-V functional and the def2-TZVPD basis) for CFN2O as an isolated structure at a distorted geometry.

Last column: Löwdin charge in e.
Cartesian coordinates (Å):
C  -0.0123  -0.1415  -1.0274  -0.2690
N  0.1795  -0.5043  -2.1022  -0.0493
N  0.0246  0.6329  0.6353  -0.1364
O  -1.0721  0.6846  1.1172  -0.1313
F  0.8804  -0.6718  1.3771  -0.4140

Summary:
Total charge ... -1
Maximum force ... 2.67 eV/A
Gap between HOMO and LUMO ... 9.3 eV
HOMO ... -0.1702 Ha
DFT total energy ... -322.6376 a.u.
Lowest unoccupied orbital energy ... 4.7 eV